Record 1
# C26H19ClN6O3STl

C26H19ClN6O3STl as an isolated structure (the ωB97M-V functional and the def2-TZVPD basis, OMol25).

Element x y z (Å)
Tl1 -0.1420 1.3871 0.1694
Cl1 4.9425 0.7497 5.6370
C1 3.5695 0.8915 4.5957
C2 2.2813 0.9561 5.1535
C3 1.1873 1.0736 4.3415
C4 1.3039 1.1234 2.9317
O1 0.1938 1.2224 2.2522
C5 2.6129 1.0512 2.3696
C6 2.9241 1.0783 0.9845
N1 2.1055 1.1735 -0.0174
C7 2.5318 1.1228 -1.3519
C8 3.7570 0.6493 -1.7644
C9 4.1266 0.6346 -3.1183
C10 3.2600 1.0586 -4.0844
C11 1.9680 1.4913 -3.7196
C12 0.9938 1.8467 -4.6770
C13 -0.2629 2.2087 -4.2772
C14 -0.5461 2.2374 -2.9085
N2 0.3539 1.9369 -1.9980
C15 1.6019 1.5378 -2.3536
C16 3.7258 0.9410 3.2442
H1 2.1603 0.9135 6.2276
H2 0.1870 1.1275 4.7489
H3 3.9919 1.0261 0.7710
H4 4.4580 0.2524 -1.0432
H5 5.1057 0.2648 -3.3903
H6 3.5422 1.0478 -5.1290
H7 1.2543 1.8085 -5.7272
H8 -1.0359 2.4551 -4.9903
H9 -1.5308 2.5105 -2.5476
H10 4.7218 0.8937 2.8206
N3 -1.8026 -6.4631 1.3278
C17 -1.7904 -5.1872 0.8599
C18 -1.1374 -4.1676 1.5769
C19 -1.1019 -2.8827 1.0898
C20 -1.7393 -2.5928 -0.1124
C21 -2.4141 -3.5733 -0.8263
C22 -2.4427 -4.8611 -0.3406
S1 -1.5509 -1.0043 -0.8125
O2 -2.3130 -0.8376 -2.0147
O3 -0.0970 -0.7716 -0.9189
N4 -1.9417 0.1342 0.3091
C23 -2.9006 1.0947 0.2235
N5 -2.3708 2.3508 0.2102
C24 -3.1976 3.3926 0.2544
C25 -4.5653 3.2117 0.2736
C26 -5.0151 1.8957 0.2371
N6 -4.2032 0.8482 0.2163
H11 -1.3091 -6.7082 2.1644
H12 -2.2326 -7.1963 0.7974
H13 -0.6641 -4.4056 2.5215
H14 -0.5995 -2.0935 1.6362
H15 -2.9126 -3.3063 -1.7492
H16 -2.9755 -5.6346 -0.8794
H17 -2.7430 4.3754 0.2596
H18 -5.2484 4.0460 0.3092
H19 -6.0746 1.6650 0.2377

## Properties
E_LUMO in eV: -3.623
Net charge: +1
HOMO level in hartree: -0.38377
Orbital gap in Eh: 0.251

Record 2
# C26H19IrN7OS3

C26H19IrN7OS3 as an isolated structure (the ωB97M-V functional and the def2-TZVPD basis, OMol25).

Element x y z (Å)
Ir1 -0.4501 -0.2054 -0.5657
N1 0.2075 -4.5588 2.0072
C1 1.5193 -4.5868 2.4179
C2 2.3263 -5.5941 2.9357
C3 3.6293 -5.2467 3.2446
C4 4.1096 -3.9437 3.0437
C5 3.3022 -2.9488 2.5259
C6 1.9867 -3.2809 2.2089
N2 0.9795 -2.4914 1.6854
C7 -0.0527 -3.2678 1.5830
C8 -1.3930 -2.9248 1.0947
C9 -2.4446 -3.7811 1.2277
S1 -3.8643 -3.1183 0.5717
C10 -2.9901 -1.7258 0.1553
N3 -1.7265 -1.7287 0.4799
H1 -0.4314 -5.3323 2.0092
H2 1.9583 -6.6006 3.0918
H3 4.2945 -5.9985 3.6517
H4 5.1352 -3.7136 3.3027
H5 3.6679 -1.9426 2.3720
H6 -2.4725 -4.7564 1.6820
H7 -3.4464 -0.9075 -0.3783
C11 0.7468 2.3040 -4.2430
C12 0.0857 1.3300 -3.2977
S2 0.8586 1.2182 -1.7348
C13 -1.0093 0.6203 -3.6093
C14 -1.6892 0.6923 -4.9484
S3 -1.7877 -0.4611 -2.4729
H8 1.6099 2.7642 -3.7616
H9 0.0655 3.1072 -4.5366
H10 1.1001 1.8081 -5.1512
H11 -1.1808 1.3792 -5.6249
H12 -2.7267 1.0260 -4.8426
H13 -1.7168 -0.2961 -5.4154
O1 0.3452 -1.7845 -1.2746
N4 0.6061 0.3844 1.0913
C15 1.1966 0.7317 2.0169
C16 1.8909 1.1703 3.1490
C17 3.3010 1.1189 3.1791
N5 4.4562 1.0751 3.2219
C18 1.1791 1.6158 4.2846
N6 0.5975 1.9858 5.2131
C19 -1.9093 1.2798 0.1545
C20 -1.6550 2.6360 -0.3592
C21 -2.1803 3.0682 -1.5857
C22 -1.9004 4.3231 -2.0857
C23 -1.0900 5.2044 -1.3666
C24 -0.5636 4.7970 -0.1363
C25 -0.8466 3.5400 0.3508
C26 -0.8157 6.5130 -1.8801
N7 -0.6016 7.5695 -2.2889
H14 -2.8972 0.9437 -0.1586
H15 -1.8627 1.2743 1.2466
H16 -2.7902 2.3816 -2.1635
H17 -2.3077 4.6342 -3.0403
H18 0.0687 5.4724 0.4259
H19 -0.4218 3.2276 1.2973

## Properties
<S²>: 0.7582
2S+1: 2
E_LUMO (spin up / spin down) in eV: 3.458 / 3.460
Net charge: -2
HOMO level (spin up / spin down) in hartree: -0.01913 / -0.01742
Orbital gap (spin up / spin down) in Eh: 0.146 / 0.145

Record 3
# C26H19IrN9O8

C26H19IrN9O8 as an isolated structure (the ωB97M-V functional and the def2-TZVPD basis, OMol25).

Element x y z (Å)
Ir1 0.8510 -0.1029 -0.3141
O1 -0.0437 4.0442 -1.9365
C1 -1.2021 3.8423 -2.4408
C2 -1.6936 4.8045 -3.3786
C3 -2.8978 4.5872 -3.9550
C4 -3.6517 3.4245 -3.6227
C5 -3.1907 2.4844 -2.6880
C6 -1.9820 2.6664 -2.0735
C7 -1.4085 1.6854 -1.1202
O2 -0.1882 1.8741 -0.7062
N1 -2.1525 0.6689 -0.8038
N2 -1.3898 -0.2117 -0.1024
C8 -1.8997 -1.2584 0.4091
C9 -1.0100 -2.0961 1.2204
C10 -1.4566 -3.2035 1.9059
C11 -0.5701 -3.8685 2.7481
C12 0.7196 -3.3896 2.8827
C13 1.0967 -2.2786 2.1414
N3 0.2548 -1.6574 1.3228
H1 0.1481 3.2606 -1.2965
H2 -1.0817 5.6693 -3.6027
H3 -3.2911 5.2968 -4.6710
H4 -4.6040 3.2576 -4.1114
H5 -3.7744 1.6069 -2.4436
H6 -2.9547 -1.4896 0.3002
H7 -2.4826 -3.5314 1.7937
H8 -0.8920 -4.7420 3.2996
H9 1.4307 -3.8603 3.5474
H10 2.1007 -1.8757 2.2025
N4 4.3996 -2.2663 -1.2701
C14 3.6340 -3.2445 -1.8698
C15 2.3388 -2.8908 -1.6596
N5 2.3161 -1.7201 -0.9384
C16 3.5659 -1.3651 -0.7250
C17 3.8307 -0.1285 -0.0133
N6 2.8217 0.5580 0.4932
C18 3.3497 1.7066 1.0444
C19 4.6954 1.6927 0.8767
N7 4.9827 0.5214 0.2072
H11 5.4066 -2.2561 -1.2514
H12 4.0706 -4.0880 -2.3776
H13 1.4367 -3.3867 -1.9793
H14 2.7393 2.4450 1.5362
H15 5.4569 2.3924 1.1751
H16 5.9038 0.2412 -0.0896
O3 1.7619 0.7584 -2.2939
C20 0.7978 0.2774 -2.9491
O4 -0.0031 -0.5356 -2.4000
C21 0.5088 0.7414 -4.3312
C22 -0.2378 -0.0537 -5.1914
C23 -0.5369 0.4362 -6.4439
C24 -0.1600 1.6951 -6.8636
C25 0.5424 2.4691 -5.9642
C26 0.9120 2.0129 -4.7162
N8 0.8851 3.8606 -6.3380
O5 1.2732 4.5880 -5.4423
O6 0.7646 4.1728 -7.4985
N9 -1.3218 -0.4143 -7.3729
O7 -1.5559 0.0375 -8.4699
O8 -1.6675 -1.5029 -6.9637
H17 -0.5840 -1.0338 -4.8952
H18 -0.4185 2.0624 -7.8466
H19 1.4809 2.6463 -4.0498

## Properties
<S²>: 8.7943
2S+1: 6
E_LUMO (spin up / spin down) in eV: -6.255 / -8.677
Net charge: +2
HOMO level (spin up / spin down) in hartree: -0.51922 / -0.53015
Orbital gap (spin up / spin down) in Eh: 0.289 / 0.211

Record 4
# C26H19N3O4PS4Tl

C26H19N3O4PS4Tl as an isolated structure (the ωB97M-V functional and the def2-TZVPD basis, OMol25).

Element x y z (Å)
Tl1 0.2180 -0.3919 -0.7381
O1 5.9927 0.0933 5.1520
N1 5.8908 0.0489 3.8936
O2 6.9288 0.0324 3.1623
C1 4.6234 0.0154 3.3326
C2 3.5378 0.0263 4.1995
C3 2.2106 -0.0357 3.7283
C4 1.0987 -0.0149 4.6009
C5 -0.1679 -0.1011 4.0941
C6 -0.3364 -0.2114 2.7080
N2 0.6806 -0.2187 1.8681
C7 1.9307 -0.1249 2.3501
C8 3.0547 -0.1041 1.4171
N3 2.7515 -0.1443 0.1088
C9 3.7138 -0.0950 -0.7874
C10 5.0528 -0.0058 -0.4332
C11 5.3896 0.0259 0.9015
C12 4.3887 -0.0253 1.8886
H1 3.7355 0.0760 5.2587
H2 1.2748 0.0691 5.6673
H3 -1.0389 -0.0874 4.7367
H4 -1.3249 -0.3049 2.2742
H5 3.4044 -0.1267 -1.8281
H6 5.8183 0.0402 -1.1972
H7 6.4156 0.0917 1.2204
O3 0.4560 4.2934 0.2671
C13 -0.1186 3.2235 0.0692
O4 0.3209 2.1975 -0.5414
C14 -1.5763 3.1084 0.5822
P1 -2.3047 1.4858 0.1297
C15 -2.9445 1.8079 -1.5657
C16 -4.1697 1.2814 -1.9786
C17 -4.6132 1.4444 -3.2835
C18 -3.8365 2.1346 -4.2049
C19 -2.6096 2.6496 -3.8094
C20 -2.1613 2.4826 -2.5053
C21 -3.8996 1.4824 1.0599
C22 -4.6492 2.6316 1.3201
C23 -5.8189 2.5645 2.0621
C24 -6.2670 1.3406 2.5498
C25 -5.5426 0.1883 2.2849
C26 -4.3637 0.2629 1.5495
H8 -2.1442 3.9487 0.1781
H9 -1.5753 3.1960 1.6708
H10 -4.7827 0.7307 -1.2752
H11 -5.5673 1.0255 -3.5805
H12 -4.1799 2.2595 -5.2248
H13 -1.9869 3.1772 -4.5220
H14 -1.1877 2.8582 -2.2164
H15 -4.3162 3.5880 0.9345
H16 -6.3856 3.4673 2.2580
H17 -7.1796 1.2891 3.1319
H18 -5.8867 -0.7735 2.6441
H19 -3.8157 -0.6488 1.3274
S1 -3.7310 -3.6032 0.4006
S2 -1.8887 -2.9802 0.8268
S3 -0.5839 -4.2216 -0.1400
S4 1.2045 -3.4398 0.1545

## Properties
E_LUMO (spin up / spin down) in eV: 3.381 / 4.112
Net charge: -2
HOMO level (spin up / spin down) in hartree: -0.03279 / -0.08002
Orbital gap (spin up / spin down) in Eh: 0.157 / 0.231

Computed values of calculated total energy (unit: eV) for the preceding records, in sequence: -70398.64210, -75093.56688, -59877.91542, -97255.59835.
Computed values of ΔE to the lowest compared entry with this formula, charge and spin (unit: eV) for the preceding records, in sequence: 0.000, 1.888, 0.000, 0.143.